209
Properties=species:S:1:pos:R:3:forces:R:3 method="wB97M-V/def2-TZVPD" orbital_gap_ha="0.2845 / 0.3303" total_energy_ha=-4908.7063 spin_multiplicity=4 homo_ev="-8.525 / -8.525" fmax_ev_per_a=5.8 s_squared=3.79 e_lumo_ev="-0.78 / 0.46"
H -2.7478 -1.4599 -3.3687 -0.23 0.03 -0.22
H 3.9120 -6.2425 -2.2223 0.17 0.08 0.05
H -0.5734 -3.9527 2.2802 -0.13 -0.15 0.23
H 1.7099 1.0158 -4.6879 0.42 -0.35 0.60
H -3.4156 -1.2330 3.1501 0.04 0.23 -0.53
N 0.3007 -8.3973 2.9940 0.27 -0.34 -0.69
C -0.2589 -1.6218 -3.3087 0.66 1.27 0.48
H -3.2726 -1.9387 -1.8339 0.91 0.16 0.80
H -5.9689 3.4392 6.6347 0.17 -0.18 -0.76
C 0.0540 3.6529 -4.4565 -0.16 0.46 -1.22
H 1.4353 6.2938 0.2022 0.22 -0.05 0.26
H 3.5879 -5.8637 -3.9249 -0.43 -0.44 0.04
H -5.5082 -2.2689 -1.2378 0.03 0.49 -0.36
C 1.2788 -1.6535 4.4095 0.12 -1.01 0.52
H -5.2010 1.9319 -0.0814 0.36 -0.16 -0.29
H 2.2314 3.6874 -2.1196 0.43 -0.23 0.31
H 5.9759 -1.1693 -3.5001 -0.03 -0.35 -0.09
C 1.0985 4.3808 -3.6158 -1.97 -1.50 0.08
Cr -0.2989 -0.0654 -0.4180 1.95 1.27 0.17
C -3.3222 2.9120 -6.4289 0.03 0.56 -0.21
H -2.4670 1.8864 4.6968 -0.41 0.30 0.30
H -0.2700 5.4592 -2.3000 0.13 -0.15 0.49
H 4.8317 1.3945 1.6375 -0.13 -0.27 -0.01
C -0.7694 -6.2229 -3.5101 0.74 0.74 -0.61
O -0.5053 2.1483 -0.5266 3.14 0.77 2.18
H -6.6073 2.3154 -2.4677 0.02 0.45 0.05
H -4.3882 -0.4288 0.0975 0.72 -0.50 0.30
C 0.2423 -0.1369 -3.4777 -0.16 -1.14 -0.40
C -5.3853 -0.7800 0.3631 0.65 -0.86 -0.78
H 3.4438 -1.9915 -1.9262 0.26 -0.17 0.54
H -0.7779 -9.9459 1.2327 -0.14 -0.04 -0.12
H -0.8883 -6.9728 0.0623 0.25 0.15 -0.25
N 0.9001 0.3307 -2.2372 -1.78 -0.39 0.05
C 5.8699 5.2707 1.8657 1.14 0.64 1.57
H -0.9911 7.8487 -2.7380 -0.29 -0.32 0.03
H -3.9769 2.9720 2.8699 0.08 -0.01 0.09
H 1.3916 -7.8173 1.2621 -0.17 0.34 0.04
H -3.4087 3.1455 -0.6496 -0.26 0.30 -0.30
H -5.6049 0.2517 -2.0141 -0.79 0.28 -0.45
H 2.3503 1.1253 3.0595 -0.03 -0.57 0.07
H -4.1690 0.7751 -2.3439 0.74 -0.76 0.75
H 1.4039 -1.4510 5.4732 -0.09 -0.07 0.25
H 3.0481 -4.5002 -0.4941 0.52 -0.91 -0.21
H 7.9586 5.3951 2.3902 0.31 0.40 -0.03
H 5.7907 1.6893 0.1318 -0.02 -1.17 -0.12
C -0.1257 -6.2613 5.6284 -0.67 -0.31 0.29
H 0.8056 -5.6746 3.8761 0.51 0.23 -0.13
O -4.2550 3.5790 5.3316 0.61 0.49 1.13
C 5.7458 -1.1955 -2.4350 1.08 0.83 -0.14
H 0.1242 3.4490 4.5024 -0.20 -0.38 0.30
H -1.0684 -6.4909 -4.5234 0.02 0.20 -0.01
N 2.2445 -5.7319 5.4338 0.07 -0.54 -0.99
O -1.1997 0.0974 1.7019 1.31 2.88 2.28
H -0.3033 -4.3189 0.6186 -0.70 0.42 -0.47
H -3.5685 0.6615 -4.9796 -0.25 -0.19 -0.56
C -2.4293 -1.6266 2.9043 0.16 -1.35 -0.73
H 6.6084 -0.7822 -1.9123 0.38 -0.26 -0.04
H 5.1427 2.7391 -4.8821 0.21 0.05 -0.12
H 7.0350 6.8760 2.8779 0.00 -0.06 -0.44
O 0.4870 -5.5062 -3.6390 -0.22 -0.85 0.08
C -2.9382 4.2932 5.1334 -2.44 0.85 -0.09
O -6.2204 0.1221 -0.2981 -1.73 1.04 0.48
O 4.5505 0.8922 -4.1728 0.38 -0.31 -0.24
H -1.5198 -5.5580 -3.0822 -0.11 -0.02 0.18
C 4.2989 2.0494 -4.9003 -0.27 0.31 -0.51
H 0.1925 -7.3032 5.5920 0.09 0.02 0.22
H -1.4119 4.4539 3.6540 0.12 -0.06 0.08
H 2.0130 1.3877 4.7898 0.08 0.34 -0.01
H 3.5555 -0.5188 1.8994 0.29 -0.06 -0.57
H -1.7134 -7.4572 1.5440 -0.13 -0.16 0.11
C -3.1721 3.6861 2.6956 -0.14 0.38 -0.13
H 0.4638 -4.7552 -1.7332 0.03 0.89 0.00
H 4.6473 5.5029 3.3516 -0.03 0.41 0.77
C 4.5693 -0.2960 -2.1384 1.41 -0.71 1.51
H -2.4056 -3.0923 -2.8837 0.17 -0.27 0.28
C 0.5985 5.6814 -2.9201 0.99 -2.59 -2.10
H 3.8891 5.3776 2.0406 -0.67 0.24 -0.64
H -2.3850 4.3143 6.0724 0.34 -0.51 -0.20
C 1.1445 -5.2706 -2.4108 0.46 -0.22 0.44
H 0.9371 -10.1744 0.9332 -0.02 -0.07 0.01
H 0.3718 -1.1472 4.0789 -0.18 -0.28 -0.18
H 1.8556 4.6359 -0.3388 0.07 0.02 0.02
O 4.9349 3.2864 0.8150 0.48 1.47 1.62
H -3.7653 -2.7179 0.3430 0.63 -0.13 0.05
H 5.5871 3.3291 2.8318 -0.53 0.09 0.22
H 3.5155 -1.3181 -3.3477 -0.64 -0.19 -0.59
C -5.2126 1.3808 -3.7610 -0.28 0.65 1.65
O -1.1208 -1.6004 -2.1781 -0.93 -0.44 0.39
H 0.7156 0.0202 -5.6237 -0.77 0.10 0.02
H -2.7237 3.3546 -2.3127 -0.22 0.03 0.15
C -6.9623 -2.7441 0.1968 -1.12 0.17 0.41
H 6.8852 3.3935 1.7296 0.17 -0.33 -0.71
C -3.9160 1.6093 -4.5685 -2.46 0.15 -0.64
H -3.6959 3.1379 -7.4276 -0.26 0.08 0.08
H 2.8080 3.3088 3.7308 0.59 0.31 -1.15
O -1.9966 0.9605 -1.2849 -3.21 -4.57 -1.43
H 1.0925 -3.6170 6.0673 -0.59 0.02 0.69
C 0.8960 -5.4240 4.9330 0.59 1.96 0.29
H 0.5070 -2.3512 -3.0454 0.58 0.27 -0.24
C 0.3993 -8.1832 1.5257 -2.45 1.04 0.42
H 1.2588 1.2238 -2.5435 -0.20 1.12 0.81
C -0.8640 -4.6486 1.4932 0.79 -0.74 -0.27
C -4.9648 3.8616 6.5959 1.13 0.47 -0.57
O 1.2869 -3.0927 4.1785 1.03 1.62 -1.73
H -0.7276 -1.9711 -4.2287 -0.31 0.10 0.06
H 0.9133 4.7718 4.0967 0.22 0.44 0.08
H 1.7928 -0.8512 -4.7312 0.93 0.47 0.30
H 2.0265 2.8444 1.2911 0.08 0.20 -0.50
H 7.0038 5.4378 3.8212 -0.53 -0.35 0.05
H 0.6871 1.1669 3.6511 -0.09 0.19 -0.15
O -1.6754 -1.4737 0.5202 -1.31 -3.47 -0.60
C -6.1324 1.4522 0.2193 0.55 0.13 -0.33
H -4.6888 -3.9440 -0.1736 0.38 -0.52 0.25
C -0.7598 -7.1244 1.1341 2.22 0.53 0.95
H -2.6056 3.3780 1.8168 0.01 -0.03 -0.12
C 1.1948 0.0561 -4.6454 -0.43 -1.05 -1.17
H -6.1050 1.5427 1.3052 -0.46 -0.54 0.22
C 1.6792 1.6013 3.7744 0.12 0.03 -1.26
O -0.3163 -5.9227 1.8155 -0.26 -0.79 0.25
H 4.6187 -4.8334 -3.1266 0.04 0.19 0.73
H -1.8925 -1.6575 3.8524 0.54 0.55 -0.33
N 1.4343 3.3428 -2.6353 0.98 0.64 0.28
H 1.5093 5.9169 -2.3697 -0.29 1.11 0.49
H -2.5713 2.1330 -6.5605 0.07 -0.20 0.19
N -1.7363 2.4458 4.2806 0.68 0.14 -1.24
H 0.2261 5.0037 0.3024 -0.25 -0.01 -0.71
H -2.8578 3.8093 -6.0199 0.38 0.10 -0.13
H -0.7352 -7.1621 -2.9581 0.46 0.08 0.36
H -6.9908 -2.5777 1.2737 -0.60 -0.67 0.18
O 1.6157 4.8798 1.7122 0.77 -0.30 0.20
H -4.9762 3.0569 -2.2236 0.30 -1.07 0.39
H -2.5246 -2.6710 2.6074 -0.53 -0.11 0.27
H 3.4302 2.5860 -4.5188 -0.23 0.06 0.18
H 4.0728 1.7264 -5.9165 0.18 0.20 -0.07
H 1.9564 4.4744 -4.2816 0.14 0.83 0.25
H 2.8923 -5.5629 4.6776 0.26 -0.02 0.09
N 3.3931 -1.0867 -2.3722 -1.14 0.72 -1.30
O 1.5764 0.2084 0.5941 -0.78 5.14 0.71
H 3.9757 1.7137 0.0604 0.07 -0.40 0.14
C -5.6262 -2.2573 -0.1543 0.53 2.46 -0.37
H 0.6985 3.3040 -1.9445 -0.37 -0.27 0.30
O -4.3750 2.5469 -5.5698 1.18 -1.09 0.21
H 0.6959 8.0933 -2.4399 0.56 -0.25 -0.37
H 1.3244 -6.1796 -1.8368 0.10 -0.76 -0.21
H -3.1779 5.3287 4.8915 -0.31 0.35 0.30
H -5.0538 4.9302 6.7917 -0.08 0.29 -0.47
H 0.3695 3.2327 1.7808 -0.22 -0.11 -0.18
H -1.5978 1.9918 3.3891 0.61 -0.77 -0.18
N 4.6814 5.8796 2.4151 -0.85 -0.70 0.06
H -0.2886 -5.9703 6.6662 0.04 -0.04 0.10
H 3.6956 1.5267 -2.4078 -0.41 0.63 -0.36
C -2.5126 3.3250 -1.2437 0.60 -1.22 0.60
C 3.7313 -5.4358 -2.9327 -0.50 -0.42 -1.05
H -0.7726 3.1919 -3.9159 0.08 0.11 0.45
H -0.6549 0.4468 -3.6839 -0.15 0.18 0.46
N -4.6733 -3.1478 0.4477 0.59 -0.05 0.21
C -5.6654 2.6025 -2.9353 -0.14 1.19 -1.63
H 0.1559 -7.5341 3.4980 0.38 0.33 -0.29
H 6.0427 5.7001 0.8789 0.03 -0.41 -0.23
H 2.5523 -5.1681 6.2132 -0.31 0.16 0.09
C 0.6319 -3.8667 5.1114 -0.25 -1.28 0.44
O 1.1662 -1.6210 -0.1519 -0.02 -3.33 -0.95
H -1.9483 -4.6990 1.3932 -0.04 0.23 -0.29
H -6.9143 2.0893 -0.1940 -0.22 -0.44 0.07
C -1.6450 2.0632 -0.9643 -0.26 3.92 -0.80
C 2.5374 -4.5727 -2.5367 0.12 0.21 0.25
H -7.7808 -2.1911 -0.2641 0.08 0.02 -0.09
H 4.6272 -0.1413 -1.0610 -0.17 0.44 0.15
H 2.1323 -1.1738 3.9303 -0.07 -0.43 -0.28
C 3.1928 -1.3412 1.2828 -0.09 -1.26 -0.37
H 2.1930 -3.3299 -0.9244 -0.58 0.70 -0.34
H 3.8708 -1.8423 0.5919 0.65 0.54 -0.01
H -3.6257 4.6591 2.5066 -0.05 0.08 -0.20
C -1.7402 -1.0173 1.6920 0.23 1.60 -1.06
H 2.4962 -3.7997 -3.3040 -0.40 0.20 -0.07
C -0.0123 7.8015 -3.2154 -0.99 1.09 -1.81
C 4.6070 1.0815 -2.8068 -1.27 -1.42 1.64
H 2.9682 -2.1699 1.9542 -0.55 0.02 0.12
H -0.3899 4.2754 -5.2334 -0.02 0.21 0.02
C 5.8595 3.7387 1.8591 -0.50 0.25 -1.21
N 2.9434 -3.8948 -1.2957 -0.57 0.31 0.50
N -4.9748 0.3663 -2.7951 2.32 -1.59 0.55
O 0.2095 6.5926 -3.9154 0.92 -0.07 1.95
C 1.9912 -0.9312 0.5047 -1.53 -1.18 0.38
H -0.0418 -9.3188 -0.2603 -0.03 0.01 -0.02
H -6.0658 0.9993 -4.3218 0.28 0.62 -0.94
C -2.4340 -2.0657 -2.5185 -0.25 0.54 -1.41
H -3.0497 1.9345 -3.9926 -0.15 0.71 0.41
H 5.4154 1.6803 -2.3873 0.56 0.03 -0.49
H -0.5760 -8.8775 3.1388 -0.14 -0.43 0.12
C 7.0244 5.7897 2.7898 0.22 -0.75 -0.72
C 0.1093 -9.4765 0.8076 0.35 -0.37 0.07
H 5.5416 -2.2046 -2.0771 0.18 0.02 -0.10
H -5.7557 3.4787 -3.5774 -0.89 0.03 -0.38
H 0.5857 2.8589 -4.9808 -0.15 -0.15 0.00
H -2.0514 4.2586 -0.9216 0.17 -0.23 0.03
C 1.7885 3.0885 3.4143 -0.23 0.41 1.13
H -7.0166 -3.7905 -0.1036 -0.34 -0.10 0.38
C 4.8632 1.8912 0.6678 0.67 1.05 -0.27
H -5.5209 -0.6784 1.4399 -0.04 -0.36 0.28
H -0.0339 8.4544 -4.0880 0.05 1.02 0.69
H -0.4349 -3.6467 5.0718 -0.35 -0.03 0.35
C -2.2346 3.7760 3.8815 -1.13 -1.39 2.02
H -4.4682 3.5074 7.4992 0.54 -0.50 -0.22
N 1.0564 3.8326 4.4395 -0.58 0.42 -0.33
C 1.4193 3.4843 1.9314 0.50 -0.67 1.83
H -1.0794 -6.2136 5.1027 -0.19 0.16 0.04
H 1.7542 -0.1984 -2.1337 0.71 -0.90 0.10
C 1.2899 5.2283 0.3803 -0.60 -0.27 0.70



52
Properties=species:S:1:pos:R:3:forces:R:3 method="wB97M-V/def2-TZVPD" orbital_gap_ha="0.2402 / 0.2363" total_energy_ha=-9611.1931 spin_multiplicity=2 homo_ev="-11.847 / -12.109" fmax_ev_per_a=0.6 charge=+1 s_squared=0.75 e_lumo_ev="-5.31 / -5.68"
C -1.0199 4.7149 0.0825 -0.04 0.02 -0.08
N 0.5388 0.4065 -4.7547 -0.15 -0.21 0.14
H 0.2806 -3.9638 -0.2716 0.02 -0.04 0.05
H 3.6097 -2.5825 0.0884 0.02 0.02 0.02
Pd -0.4925 -0.0211 -1.0066 -0.28 -0.28 0.48
H 0.6259 2.1458 0.0558 0.00 0.00 -0.07
H 0.6018 1.1200 4.0938 0.00 0.00 0.01
C -0.3637 -3.8830 0.6019 0.03 0.01 -0.01
O 1.7596 -1.9038 0.4581 -0.14 -0.11 -0.24
H -1.3713 -4.1982 0.3434 -0.01 0.02 0.01
O 0.3988 -0.3189 1.9097 0.10 0.03 0.06
H 0.0455 4.9039 0.2050 0.00 -0.02 0.00
H 2.2520 0.7014 3.5922 -0.01 0.00 -0.01
O -0.5173 -2.4614 0.9258 -0.07 -0.02 0.19
Cl -2.6577 -2.8701 -5.1565 0.04 0.06 0.03
H 2.9804 -1.4992 -1.1535 -0.03 0.03 -0.03
H 0.1463 -5.6835 1.6135 0.01 0.00 -0.01
N -3.4244 -2.5939 1.3812 -0.01 -0.03 -0.04
H -0.1165 -1.2583 3.6719 0.01 0.00 0.01
C 3.7460 -0.4867 0.6146 0.00 0.04 -0.01
Ge -1.3632 3.2541 -1.1825 0.04 0.13 0.06
C 0.9772 0.5015 -3.6861 0.10 0.09 -0.29
H 4.6975 -0.2677 0.1298 0.01 -0.02 0.01
H 0.5915 3.5547 -2.8016 -0.01 0.01 0.02
C -3.0056 -1.6299 0.9049 0.08 -0.03 -0.32
C -3.2792 2.9693 -1.3653 0.02 -0.02 0.05
H -0.7782 4.5868 -3.2168 -0.01 -0.01 -0.02
H -1.4652 4.5159 1.0562 0.00 -0.02 0.00
H -3.5258 2.4301 -2.2767 -0.01 -0.02 -0.01
P 0.3668 -1.2352 0.6576 0.42 0.01 0.06
H -1.4827 5.6145 -0.3267 0.01 0.01 0.02
C -0.4144 1.8630 -0.0913 0.07 -0.16 0.05
C -0.4936 3.5860 -2.8890 -0.01 -0.02 0.02
H 1.5530 -0.0226 5.0460 0.01 0.00 0.00
H -0.4428 -4.4058 2.6769 -0.01 -0.02 0.00
C 0.7886 -0.8379 3.2380 -0.08 0.00 -0.05
Cl -2.4960 -0.0905 -3.0385 0.11 0.29 -0.27
Cl -0.3604 -2.5043 -2.5308 0.11 0.11 0.00
S -2.4990 -0.1507 0.2798 -0.23 0.23 0.21
H -3.7056 2.4421 -0.5132 0.01 0.00 0.00
H -0.8711 1.7122 0.8843 -0.03 -0.11 -0.02
H 1.5254 -1.6284 3.0949 0.01 0.00 0.01
H 3.1324 0.4163 0.5683 0.00 0.00 -0.03
C 1.3334 0.3156 4.0332 0.00 0.00 0.01
C 3.0831 -1.6465 -0.0836 0.02 0.07 0.14
H -0.8094 2.8769 -3.6533 0.01 -0.02 0.01
Ge -1.3026 -1.4659 -4.2666 -0.05 -0.10 -0.03
Se 1.6449 0.6777 -2.0024 -0.06 0.04 -0.14
H 3.9407 -0.7148 1.6622 -0.02 0.00 0.00
H -3.7455 3.9542 -1.4176 0.00 -0.01 -0.02
C 0.1757 -4.6104 1.8038 0.00 0.00 0.00
H 1.2081 -4.3282 2.0109 0.00 0.01 0.02